59
Properties=species:S:1:pos:R:3:lowdin_charge:R:1 method="wB97M-V/def2-TZVPD" homo_ha=-0.281 homo_lumo_gap_ev=7.6 lumo_ev=-0.015
Ir -0.9593 0.0314 0.6525 1.4999
C 2.8529 1.9344 1.3311 -0.0767
N 2.1787 1.5399 0.1093 -0.2267
C 1.8016 2.6810 -0.7125 -0.2068
C 0.6292 3.4509 -0.1335 -0.1491
C -0.7634 2.9315 -0.5074 -0.1753
N -0.9546 1.4952 -0.8415 -0.1010
C -1.6325 1.2960 -1.9227 -0.0834
C -2.2034 0.0755 -2.4331 -0.1386
C -2.8974 0.1807 -3.6553 -0.0533
C -3.4728 -0.9090 -4.2555 -0.0998
C -3.3563 -2.1570 -3.6293 -0.0776
C -2.6929 -2.3010 -2.4369 -0.0071
C -2.1092 -1.1867 -1.7922 -0.3371
O -1.4829 -1.3966 -0.6746 -0.2082
C 2.9322 0.5722 -0.6789 -0.2029
C 1.9582 -0.3124 -1.4494 -0.1562
C 1.4210 -1.4205 -0.5567 -0.1790
N 0.7666 -0.9583 0.6824 -0.0936
C 1.2657 -1.3689 1.7994 -0.0608
C 0.6573 -1.3534 3.1020 -0.1545
C 1.4468 -1.5549 4.2447 -0.0446
C 0.8674 -1.7049 5.4800 -0.0975
C -0.5316 -1.7049 5.5735 -0.0745
C -1.3314 -1.5450 4.4681 -0.0005
C -0.7536 -1.3382 3.1981 -0.3601
O -1.5103 -1.1915 2.1556 -0.1702
H 3.8057 2.4543 1.1374 0.0913
H 3.0570 1.0475 1.9334 0.0806
H 2.2158 2.5841 1.9270 0.0764
H 1.5275 2.3228 -1.7078 0.1146
H 2.6672 3.3512 -0.8553 0.1235
H 0.6775 4.4714 -0.5220 0.1162
H 0.7237 3.5343 0.9474 0.0863
H -1.1212 3.5022 -1.3675 0.1102
H -1.4635 3.1486 0.2985 0.1022
H -1.8260 2.1703 -2.5446 0.1251
H -2.9697 1.1572 -4.1213 0.1102
H -4.0059 -0.8101 -5.1904 0.0980
H -3.8058 -3.0277 -4.0916 0.1057
H -2.6113 -3.2608 -1.9456 0.1172
H 3.5327 -0.0419 -0.0021 0.1163
H 3.6431 1.0682 -1.3590 0.1219
H 2.4488 -0.7844 -2.3038 0.1194
H 1.1377 0.2888 -1.8409 0.0866
H 2.2545 -2.0588 -0.2526 0.1172
H 0.6982 -2.0440 -1.0795 0.1136
H 2.2470 -1.8370 1.7353 0.1380
H 2.5257 -1.5878 4.1367 0.1124
H 1.4737 -1.8387 6.3648 0.0971
H -0.9951 -1.8372 6.5439 0.1054
H -2.4105 -1.5495 4.5399 0.1194
F -2.8790 3.2040 3.8891 0.1717
C -1.6364 2.8551 3.5714 -0.5472
F -0.9728 3.9705 3.2035 0.1471
F -1.0404 2.3678 4.6620 0.1689
C -1.6009 1.8441 2.4131 -0.5685
O -2.6170 1.5712 1.7759 0.0500
O -0.4532 1.3692 2.1475 -0.0915

62
Properties=species:S:1:pos:R:3:lowdin_spin:R:1 method="wB97M-V/def2-TZVPD" homo_ha="-0.314 / -0.319" homo_lumo_gap_ev="7.5 / 8.6" lumo_ev="-1.067 / -0.041" s_squared=6.119 multiplicity=5
Mn 0.0273 -0.1016 0.7562 3.9302
N 1.9809 -0.4422 1.6017 -0.0060
C 2.6917 0.5118 2.4904 0.0036
C 2.2001 1.9411 2.3136 0.0011
C 0.9224 2.2687 3.1095 0.0017
C -0.1652 2.9002 2.2529 0.0074
N -0.8188 1.8740 1.4201 0.0547
H 1.9742 -1.3618 2.0379 0.0019
H 2.4913 -0.5439 0.7287 0.0029
H 3.7628 0.4479 2.2885 -0.0002
H 2.5355 0.1831 3.5185 0.0000
H 2.0370 2.1126 1.2440 0.0002
H 2.9993 2.6222 2.6098 0.0001
H 1.1640 2.9371 3.9378 0.0000
H 0.5111 1.3594 3.5594 0.0004
H 0.2729 3.6552 1.5967 0.0002
H -0.9042 3.4042 2.8798 0.0017
H -1.1881 2.2717 0.5637 0.0022
H -1.6290 1.4995 1.9221 0.0021
F -1.4716 1.3559 -5.9677 -0.0021
C -1.5759 0.9293 -4.7100 -0.0066
C -1.8163 1.8316 -3.6878 0.0014
F -1.9387 3.1319 -3.9667 0.0010
C -1.9117 1.3792 -2.3855 -0.0037
F -2.1312 2.2945 -1.4326 -0.0009
C -1.7655 0.0412 -2.0481 0.0046
S -1.9435 -0.5552 -0.4026 -0.0619
C -1.5188 -0.8401 -3.0971 -0.0046
F -1.3496 -2.1385 -2.8594 -0.0008
C -1.4300 -0.4146 -4.4122 0.0015
F -1.1837 -1.2890 -5.3899 0.0010
O -2.7383 0.1766 2.9155 0.0025
C -2.1532 -0.8831 2.7986 0.0049
N -0.8381 -1.0002 2.4045 0.0070
S -0.3154 -2.5481 2.4398 0.0071
O 0.5886 -2.7847 3.5356 0.0019
O 0.1984 -2.8473 1.1239 0.0205
C -1.8846 -3.2619 2.7892 0.0006
C -2.2382 -4.5903 2.9059 0.0002
C -3.5569 -4.8607 3.2477 0.0003
C -4.4673 -3.8312 3.4750 0.0001
C -4.0866 -2.5012 3.3631 0.0002
C -2.7751 -2.2302 3.0129 0.0003
H -1.5239 -5.3836 2.7358 0.0000
H -3.8814 -5.8888 3.3389 0.0000
H -5.4869 -4.0755 3.7414 0.0000
H -4.7799 -1.6888 3.5326 0.0000
C 2.4723 -0.2613 -3.9567 0.0043
C 2.4860 0.9580 -3.0247 0.0120
C 3.9228 1.2427 -2.5676 0.0041
C 1.9326 2.1813 -3.7661 0.0040
C 1.6527 0.6741 -1.8472 0.0721
C 0.9949 0.4323 -0.8549 -0.0782
H 3.0831 -0.0595 -4.8388 0.0006
H 1.4580 -0.4880 -4.2845 0.0002
H 2.8701 -1.1418 -3.4518 0.0002
H 4.5559 1.4456 -3.4336 0.0006
H 4.3362 0.3862 -2.0334 0.0002
H 3.9536 2.1098 -1.9066 0.0002
H 2.5726 2.4176 -4.6183 0.0005
H 1.8918 3.0512 -3.1099 0.0002
H 0.9271 1.9853 -4.1380 0.0001

57
Properties=species:S:1:pos:R:3:lowdin_charge:R:1 method="wB97M-V/def2-TZVPD" homo_ha=-0.299 homo_lumo_gap_ev=8.4 smiles="CCOc1ccc(CCNC(=O)CS(=O)(=O)Cc2nc(-c3ccccc3F)oc2C)cc1" lumo_ev=0.251
C 3.6050 4.2105 1.1557 -0.0655
C 4.7632 3.7236 0.2884 -0.2541
O 4.3859 2.6903 -0.5961 -0.0556
C 4.2098 1.4216 -0.1243 -0.2659
C 4.4800 0.9915 1.1699 -0.0214
C 4.2734 -0.3339 1.5130 -0.0378
C 3.7989 -1.2557 0.5921 -0.2485
C 3.5339 -2.6784 1.0005 -0.1243
C 2.2396 -2.7853 1.8203 -0.1567
N 1.0870 -2.3757 1.0480 0.0741
C 0.2442 -3.2714 0.5068 -0.5355
O 0.2558 -4.4599 0.7401 0.0759
C -0.7989 -2.6445 -0.4147 -0.1116
S 0.0309 -1.5680 -1.6196 0.6919
O 1.0315 -2.3113 -2.3302 -0.3020
O 0.4722 -0.3836 -0.9193 -0.3174
C -1.2881 -1.0548 -2.7929 -0.1304
C -2.2191 -0.2085 -2.0329 -0.2986
N -3.2912 -0.7240 -1.3624 0.1920
C -3.8350 0.2894 -0.7432 -0.2629
C -5.0121 0.2218 0.0925 -0.0736
C -5.6282 -1.0136 0.3086 -0.0140
C -6.7526 -1.1123 1.1020 -0.0783
C -7.2894 0.0196 1.6979 -0.0731
C -6.6979 1.2546 1.4979 -0.0051
C -5.5715 1.3456 0.7026 -0.2103
F -5.0162 2.5581 0.5215 0.0853
O -3.1751 1.4436 -0.9560 0.1426
C -2.1429 1.1366 -1.7663 -0.2327
C -1.1665 2.1755 -2.1638 0.0164
C 3.5385 -0.8209 -0.7031 -0.0437
C 3.7407 0.4956 -1.0566 0.0050
H 3.9363 5.0330 1.7839 0.0756
H 2.7908 4.5536 0.5224 0.0772
H 3.2314 3.4089 1.7880 0.0661
H 5.0990 4.5325 -0.3673 0.1218
H 5.6122 3.4133 0.9106 0.1144
H 4.8546 1.6692 1.9215 0.1028
H 4.4922 -0.6518 2.5233 0.1153
H 4.3569 -3.0564 1.6106 0.1177
H 3.4384 -3.3070 0.1142 0.1224
H 2.3056 -2.1493 2.7079 0.1213
H 2.0692 -3.8201 2.1249 0.1198
H 1.1038 -1.4339 0.6758 0.1052
H -1.3263 -3.4249 -0.9544 0.1165
H -1.4963 -2.0151 0.1306 0.1059
H -1.7561 -1.9613 -3.1617 0.1130
H -0.7856 -0.5161 -3.5910 0.1162
H -5.1958 -1.8802 -0.1646 0.1135
H -7.2152 -2.0743 1.2588 0.1045
H -8.1691 -0.0570 2.3178 0.1062
H -7.0960 2.1503 1.9481 0.1195
H -0.1846 1.9089 -1.7726 0.0785
H -1.4731 3.1350 -1.7573 0.0918
H -1.0988 2.2463 -3.2483 0.0915
H 3.1633 -1.5161 -1.4385 0.0981
H 3.5373 0.8363 -2.0590 0.1208

66
Properties=species:S:1:pos:R:3:lowdin_spin:R:1 method="wB97M-V/def2-TZVPD" homo_ha="-0.386 / -0.402" homo_lumo_gap_ev="8.0 / 6.0" charge=+1 lumo_ev="-2.542 / -4.972" s_squared=8.766 multiplicity=6
Ir -1.1329 0.1759 1.1603 2.7426
N -1.4888 1.9481 2.6385 0.1244
N -2.7952 2.1878 3.0615 0.0161
C -3.8246 1.6381 2.4161 0.0411
N -5.0310 1.7366 2.9710 0.0223
S -3.6375 0.9042 0.8977 0.2579
H -0.9353 1.3971 3.3847 0.0006
H -1.0262 2.8250 2.4224 0.0039
H -2.9192 2.5514 3.9958 0.0034
H -5.1743 2.1224 3.8897 0.0019
H -5.8069 1.2862 2.5174 0.0029
O 0.1074 0.4438 3.9449 0.0251
N 0.7241 0.4177 2.7495 0.1350
C 1.9293 0.0061 2.7591 0.0150
C 2.8871 0.0401 1.6452 0.0007
C 4.2262 -0.0395 2.0387 -0.0004
C 5.2586 0.0864 1.1301 -0.0004
C 4.9704 0.2822 -0.2129 0.0005
C 3.6510 0.3279 -0.6231 0.0042
C 2.5988 0.2069 0.2876 0.0134
P 0.9274 0.1530 -0.4423 0.1107
C 0.9726 1.5250 -1.6372 0.0153
C 1.5824 2.7198 -1.2530 0.0089
C 1.5321 3.8310 -2.0791 -0.0009
C 0.8613 3.7685 -3.2933 0.0139
C 0.2435 2.5880 -3.6799 0.0058
C 0.2922 1.4732 -2.8531 0.0113
C 1.0347 -1.3852 -1.4215 0.0119
C 0.6846 -2.5788 -0.7901 0.0023
C 0.7554 -3.7801 -1.4792 -0.0002
C 1.1787 -3.8029 -2.8009 0.0017
C 1.5628 -2.6235 -3.4225 0.0004
C 1.5011 -1.4203 -2.7348 0.0041
H -0.4118 -1.0440 4.4581 0.0007
H 2.3211 -0.3052 3.7248 0.0043
H 4.4511 -0.1833 3.0882 0.0002
H 6.2851 0.0431 1.4688 0.0000
H 5.7661 0.3886 -0.9378 0.0001
H 3.4344 0.4656 -1.6749 0.0003
H 2.0997 2.7810 -0.3030 0.0003
H 2.0175 4.7487 -1.7735 -0.0002
H 0.8251 4.6362 -3.9386 0.0006
H -0.2782 2.5319 -4.6265 -0.0002
H -0.1818 0.5564 -3.1745 0.0002
H 0.3546 -2.5744 0.2404 0.0004
H 0.4817 -4.6997 -0.9775 0.0000
H 1.2194 -4.7386 -3.3432 0.0001
H 1.9182 -2.6380 -4.4446 0.0001
H 1.8270 -0.5162 -3.2315 0.0002
N -2.9884 -2.9974 -1.2937 0.0036
C -2.7397 -2.1624 -2.3579 0.0038
C -2.2027 -1.0415 -1.8183 0.0074
N -2.1187 -1.1871 -0.4492 0.1138
C -2.6083 -2.3790 -0.1657 0.0081
H -3.3894 -3.9191 -1.3397 0.0008
H -2.9615 -2.4323 -3.3745 0.0008
H -1.9204 -0.1300 -2.3124 0.0006
H -2.7070 -2.8212 0.8147 0.0000
O -0.9154 -1.9243 4.4686 0.0081
S -1.6286 -1.9782 3.0970 0.0121
O -2.3857 -3.1844 3.0277 0.0183
O -0.5530 -1.8700 2.0581 0.1327
O -2.4107 -0.7250 2.9728 0.1073
O -3.0193 2.6919 -1.6304 0.2954
N -1.9454 2.9514 -1.2129 0.3951
O -1.3450 2.6442 -0.2264 0.2898